1.
This record from OMol25 describes a structure of composition C29H53BLuO2P2. The level of theory is ωB97M-V/def2-TZVPD.

Each line ends with the Löwdin charge.
Atoms and positions in Å:
Lu 1.02705 -1.29023 0.15559  1.356
C -0.71841 -1.90970 1.87673  -0.319
C -0.36309 -3.10507 1.18832  -0.343
C 1.50910 -2.34936 2.34178  -0.319
C 0.41907 -1.47065 2.62157  -0.308
C 1.00770 -3.38748 1.49601  -0.327
C -2.08850 -1.37102 2.07944  -0.045
H -2.79856 -1.78912 1.35807  0.066
H -2.09276 -0.27416 1.99764  0.086
H -2.46878 -1.61937 3.08476  0.100
C 0.33649 -0.49119 3.73238  -0.023
H -0.57738 -0.66426 4.32284  0.096
H 0.29711 0.54405 3.37020  0.067
H 1.19086 -0.60278 4.41333  0.082
C 2.88731 -2.22959 2.88894  -0.024
H 2.88784 -2.36816 3.97718  0.096
H 3.31320 -1.24033 2.67403  0.069
H 3.54886 -2.98499 2.45065  0.080
C 1.74867 -4.63253 1.15167  -0.048
H 1.84460 -5.27831 2.04034  0.100
H 2.76733 -4.41475 0.79962  0.079
H 1.22860 -5.21583 0.38263  0.072
C -1.30517 -4.03806 0.50877  -0.059
H -1.65078 -4.79910 1.22632  0.102
H -0.83310 -4.56960 -0.32730  0.068
H -2.19231 -3.51987 0.12499  0.065
C -4.26480 2.09419 -1.13399  -0.089
C -5.05578 1.82419 -2.18455  -0.099
C -4.65944 0.95450 -3.34610  -0.166
C -3.21575 1.20794 -3.85881  -0.164
C -2.15936 0.14807 -3.43035  -0.400
C -2.53594 -0.76695 -2.27604  -0.347
C -3.00353 -0.12978 -0.97452  -0.215
C -2.94053 1.41112 -0.89406  -0.175
H -5.36294 1.16921 -4.16642  0.117
H -2.88813 2.21732 -3.59359  0.086
H -4.78423 -0.12227 -3.13218  0.118
H -2.20070 1.76747 -1.62364  0.052
H -4.55302 2.85795 -0.39016  0.113
H -6.07629 2.22671 -2.23344  0.110
H -2.54085 1.72599 0.08629  0.120
H -4.01279 -0.49417 -0.70670  0.133
H -3.13448 -1.63922 -2.58758  0.106
H -2.37745 -0.50784 -0.15248  0.039
H -3.23343 1.17660 -4.96086  0.118
H -2.00624 -0.48146 -4.32634  0.099
P -0.42007 0.70620 -3.10637  0.900
C -0.31611 2.47696 -2.85821  -0.162
C 0.52196 0.26906 -4.58833  -0.153
P -0.60263 -1.71290 -1.74364  0.877
C 0.36937 -0.06816 -1.74923  -0.539
C -0.66281 -2.61522 -3.37672  -0.247
C 1.46327 -2.63690 -1.69122  -0.301
H -0.08354 2.72496 -1.80986  0.075
H -1.22436 3.01501 -3.16921  0.062
H 0.51229 2.83225 -3.49097  0.068
H 1.06284 1.16826 -4.92519  0.066
H -0.14727 -0.04304 -5.40629  0.075
H 1.25936 -0.52401 -4.40305  0.058
H 1.72482 -2.51407 -2.75698  0.024
H 1.31567 -3.69159 -1.45068  0.021
H 2.36494 -2.23227 -1.10375  0.024
H 0.24960 0.54347 -0.81087  0.027
H 1.44548 -0.21658 -1.97788  0.075
H -0.47243 -3.66760 -3.13368  0.054
H 0.09413 -2.30854 -4.10496  0.030
H -1.64434 -2.56948 -3.84823  0.043
C 1.13637 3.56441 3.49787  -0.009
C 1.85491 2.97234 2.30966  -0.495
C 2.06891 4.08641 1.28471  -0.021
O 0.99995 1.99471 1.71039  0.025
B 1.83221 0.99037 1.26346  -0.555
O 3.13811 1.08685 1.68664  0.043
C 3.18017 2.17008 2.61560  -0.494
C 4.46975 2.91605 2.38151  -0.013
C 3.22527 1.61766 4.03188  -0.009
H 0.90100 2.82278 4.26902  0.087
H 0.19661 4.02157 3.16347  0.098
H 1.75695 4.35526 3.94049  0.102
H 1.09541 4.50477 0.99076  0.094
H 2.64834 4.89911 1.74262  0.096
H 2.58999 3.74756 0.37769  0.094
H 4.56365 3.72715 3.10795  0.100
H 5.30475 2.22621 2.53084  0.100
H 4.53491 3.33458 1.37410  0.086
H 2.32110 1.06341 4.31717  0.065
H 4.08405 0.94148 4.13291  0.102
H 3.36811 2.45338 4.72556  0.098

The HOMO-LUMO gap is 7.580 eV. Its total charge is +1. The spin multiplicity is 1. For the relative energy (zero: lowest compared OMol25 entry of this formula, charge and spin), the calculation gives 0.0000 eV.


2.
This record from OMol25 describes a cluster of 5 separate species, C29H53FN4O6 in total. The level of theory is ωB97M-V/def2-TZVPD.

Each line ends with the Löwdin charge.
Atoms and positions in Å:
C -2.93761 -6.12170 3.86800  -0.116
C -1.61980 -5.47369 4.40066  -0.256
C -0.58300 -5.44630 3.23826  -0.224
C 0.56117 -6.49462 3.35892  -0.201
C 0.86007 -7.29689 2.06254  -0.193
C 0.90721 -6.45390 0.75152  -0.207
C 2.33453 -6.38366 0.09647  -0.186
C 3.09343 -5.16070 0.72770  -0.195
C 3.41324 -4.01559 -0.28565  -0.183
C 2.51793 -2.74177 -0.08624  -0.190
C 3.36750 -1.51539 0.35436  -0.126
C 2.74204 -0.14515 0.07794  -0.122
C 3.24499 0.95802 0.60917  0.051
C 2.62171 2.30992 0.27323  -0.375
O 2.64847 3.21580 1.02957  0.126
C 1.99926 2.42345 -1.10860  0.081
C 1.48403 1.35140 -1.65239  -0.213
F 0.95400 1.33189 -2.85748  0.128
C 1.51404 0.07342 -0.79848  -0.260
O 0.56867 -0.64553 -0.83033  0.156
H -2.73993 -7.18200 3.63359  0.073
H -3.17432 -5.60203 2.92342  0.069
H -3.79142 -5.98481 4.54744  0.064
H -1.24725 -5.93308 5.32739  0.099
H -1.87641 -4.41803 4.61287  0.096
H -1.08226 -5.51378 2.25725  0.099
H -0.10970 -4.44357 3.24673  0.102
H 0.22719 -7.23731 4.11403  0.101
H 1.49754 -6.07911 3.77129  0.104
H 1.86311 -7.75624 2.18211  0.102
H 0.17334 -8.14653 1.91614  0.086
H 0.56999 -5.41196 0.86387  0.092
H 0.20743 -6.92419 0.03477  0.093
H 2.14132 -6.14892 -0.96611  0.097
H 2.86965 -7.33563 0.21616  0.099
H 4.00327 -5.53186 1.23481  0.103
H 2.47726 -4.71480 1.52972  0.091
H 4.47410 -3.73853 -0.15645  0.098
H 3.26634 -4.37162 -1.31657  0.100
H 2.00605 -2.56370 -1.04466  0.102
H 1.73110 -2.90639 0.66783  0.109
H 4.31147 -1.57185 -0.21924  0.122
H 3.59592 -1.60549 1.42883  0.129
H 4.10206 0.93822 1.28733  0.135
H 1.99395 3.37870 -1.64155  0.119
C 1.99128 6.45417 -3.24640  -0.059
N 0.90266 7.04306 -2.49469  -0.190
C 0.61360 6.54192 -1.15677  -0.032
C 0.14925 8.03983 -2.99460  -0.339
O -0.77940 8.57664 -2.41597  -0.001
H 1.80043 5.38708 -3.38674  0.080
H 2.92529 6.58385 -2.69480  0.091
H 2.08658 6.92808 -4.22224  0.082
H -0.41092 6.16779 -1.12814  0.093
H 0.70650 7.35215 -0.43936  0.067
H 1.30362 5.74139 -0.89519  0.077
H 0.45353 8.34268 -4.01271  0.135
C -2.78997 7.07887 3.95119  -0.060
N -1.84558 6.85710 2.87445  -0.199
C -1.75356 5.53697 2.27556  -0.037
C -1.04604 7.83875 2.40736  -0.334
O -0.23769 7.70866 1.50823  0.009
H -2.55291 6.41444 4.78512  0.089
H -3.80112 6.86614 3.59736  0.089
H -2.74419 8.11063 4.29549  0.082
H -0.73753 5.15504 2.39016  0.094
H -1.97888 5.60471 1.20989  0.090
H -2.45522 4.85737 2.75443  0.086
H -1.19187 8.80120 2.92630  0.134
C -0.33112 -12.45954 -0.09368  -0.060
N -0.49897 -11.06804 -0.46309  -0.201
C 0.13290 -10.57712 -1.67527  -0.038
C -1.22514 -10.20940 0.28369  -0.353
O -1.39907 -9.03456 0.02242  0.007
H 0.73112 -12.67346 0.04385  0.089
H -0.72698 -13.09673 -0.88753  0.089
H -0.85969 -12.67718 0.83285  0.083
H 0.81942 -9.76630 -1.42513  0.089
H -0.62981 -10.18708 -2.35101  0.094
H 0.67927 -11.37996 -2.16571  0.086
H -1.66211 -10.67842 1.18202  0.134
C -2.33220 10.71060 -3.58668  -0.061
N -3.43114 10.95987 -4.50549  -0.200
C -4.15634 12.21367 -4.41986  -0.049
C -3.80079 10.06087 -5.43892  -0.359
O -4.71040 10.21136 -6.23513  0.000
H -2.70461 10.74416 -2.56164  0.093
H -1.57006 11.48282 -3.72101  0.093
H -1.88891 9.74013 -3.76734  0.043
H -5.21033 12.01264 -4.21959  0.091
H -4.08182 12.74417 -5.37095  0.090
H -3.74478 12.83103 -3.62415  0.083
H -3.18801 9.14343 -5.42075  0.132

The HOMO-LUMO gap is 7.880 eV. The spin multiplicity is 1.